The following is a DFT calculation (wB97M-V/def2-TZVPD) of a structure of composition C22H43BIrN8Si.

## Properties
Max |F|   0.442 eV/A
E_HOMO   -11.14 eV
Total charge   +1
LUMO energy   -0.077 Eh

XYZ file:
```
76
Properties=species:S:1:pos:R:3:forces:R:3
N 1.562502 0.291294 -2.184214 0.22 0.31 0.16
N -1.608906 0.403217 -1.723691 0.08 -0.33 0.00
N -0.466091 -2.440526 -0.373224 0.04 0.06 -0.14
C 0.809133 -0.890271 1.784020 0.09 0.07 0.13
C -1.012667 1.698772 -5.087026 -0.01 0.02 0.01
C 3.446465 -0.827218 -2.187759 0.01 0.01 -0.06
H -0.172657 1.097070 -5.431077 0.00 -0.01 -0.01
H -0.471250 -3.389288 1.485977 0.04 -0.02 -0.02
C -4.128023 0.239664 -1.365330 0.06 -0.17 -0.04
C 3.251957 -2.088788 -0.011001 -0.05 -0.05 0.02
H 0.920141 2.145230 -3.243521 0.00 0.00 -0.01
C 2.980420 0.750453 -4.187187 0.02 0.02 0.02
H 1.683270 -0.225604 1.798010 0.03 -0.03 -0.05
Si 0.507292 -1.120893 3.649912 0.12 0.01 0.00
H 0.478252 -2.760568 -0.580822 -0.02 -0.06 0.03
H -3.482487 -1.477714 2.262762 -0.01 -0.03 -0.02
C 0.768587 3.518996 -0.855978 -0.01 0.02 0.04
H 2.139648 0.671946 -4.874265 0.00 0.00 -0.01
C 0.268638 2.577654 1.084650 -0.13 0.01 0.02
H -4.470578 -0.797556 -1.408458 0.06 0.00 0.08
H -1.774754 1.698559 -5.863176 -0.01 0.00 0.01
H -0.419928 3.155595 3.018137 0.00 0.01 0.00
H 4.179226 -1.695479 0.407262 -0.01 0.01 0.02
C 2.232779 -0.912032 4.355312 -0.05 0.07 0.10
C 0.666029 3.779595 0.495981 0.00 -0.02 -0.01
H -4.050384 0.556451 -0.326973 -0.09 0.07 -0.01
H 2.231045 -1.039772 5.440373 0.01 -0.01 -0.01
C 2.687062 0.082321 -2.887181 -0.02 -0.05 -0.03
H 3.198805 1.809715 -4.048339 -0.01 0.00 0.00
H 1.248258 -1.887877 1.652100 -0.13 0.06 -0.04
H 2.053202 4.109422 -2.470423 0.00 0.00 0.00
B 0.544177 1.424901 -2.373744 -0.01 -0.20 -0.12
H -0.306808 1.008577 4.735441 0.00 -0.05 0.04
N 0.439539 2.227138 -1.056293 0.08 0.13 0.00
H -0.966061 -2.496974 -1.259310 -0.01 -0.02 0.01
H -0.687752 1.452384 2.616261 0.08 0.07 0.00
H 4.405912 -1.228929 -2.466688 0.00 0.00 0.00
C -2.874999 0.478335 -2.157345 -0.01 -0.05 -0.07
H 2.923625 -1.648086 3.937869 -0.01 0.00 -0.03
C 0.000108 -2.880884 4.126758 0.00 0.06 0.00
N -2.094235 -0.456163 1.061720 0.16 0.41 -0.06
C 2.727089 -1.127760 -1.030861 0.02 -0.09 0.02
C -2.491168 -1.646789 1.836846 -0.02 -0.09 -0.07
H -1.061755 -3.111868 4.031354 -0.02 -0.03 -0.03
H -2.219105 0.374395 1.636891 0.06 -0.04 0.01
H 3.498476 -3.034416 -0.495480 0.01 0.00 -0.01
C -0.663726 -0.013500 4.621075 -0.10 -0.06 0.03
Ir -0.241722 -0.387481 0.052713 -0.24 0.02 0.07
C 0.003739 2.285568 2.518784 0.03 0.04 -0.13
N 0.127693 1.652647 0.140479 0.03 -0.24 0.09
N 1.575337 -0.434990 -1.031110 -0.22 -0.24 -0.09
H 0.361325 4.548942 -2.692613 0.00 -0.01 0.00
H -1.790910 -1.763391 2.653650 -0.02 -0.02 0.09
H 0.568956 -3.660548 3.615286 0.03 0.03 -0.05
H -1.681452 0.026720 4.218798 0.03 0.01 0.04
H -0.658383 2.721917 -4.956656 0.00 0.00 0.00
H 0.924177 2.014426 3.040170 -0.02 0.00 -0.02
C -1.097551 -3.366657 0.595160 0.05 0.08 0.07
H -4.919837 0.849717 -1.795665 -0.02 -0.04 -0.03
H -3.105505 -2.753930 0.081962 -0.01 0.00 0.01
C -2.896282 0.914101 -3.486264 -0.02 0.08 0.03
H 2.635913 0.079978 4.139352 0.01 0.00 0.00
H -3.765696 1.070426 -4.102346 0.00 0.00 0.00
H 0.233129 -2.973445 5.191470 0.00 -0.03 0.00
H 1.357498 5.434563 -1.534493 0.00 0.00 0.00
C -1.584008 1.159615 -3.819856 0.07 -0.04 -0.03
H -1.117775 -4.372012 0.171717 -0.07 0.00 0.00
H 3.847187 0.281528 -4.647702 0.00 0.00 0.01
H -0.737932 -0.446713 5.622114 -0.04 0.01 0.01
H 0.848607 4.716654 0.993056 0.00 0.01 -0.01
C 1.156617 4.451162 -1.953582 0.00 -0.01 0.00
N -0.830227 0.839983 -2.750965 -0.13 0.30 0.17
H 2.581730 -2.280174 0.814584 0.12 -0.04 -0.14
H -2.974248 -3.698309 1.549778 0.01 -0.01 -0.02
C -2.492632 -2.902760 0.979135 0.04 0.02 0.00
H -2.756044 -0.360243 0.303698 -0.10 0.07 0.03
```
Forces are in eV/Å.


The following is a DFT calculation (wB97M-V/def2-TZVPD) of a structure of composition C31H42AsF6N4O8P2Ta at a distorted geometry.

## Properties
Max |F|   3.238 eV/A
E_HOMO (spin up / spin down)   -16.65 / -17.12 eV
Total charge   +3
Multiplicity   2
LUMO energy (spin up / spin down)   -0.345 / -0.398 Eh

XYZ file:
```
95
Properties=species:S:1:pos:R:3:forces:R:3
C -1.429015 -3.421165 -0.078269 0.11 -0.17 -0.32
H -3.421669 -4.232124 -0.232616 0.01 0.02 -0.04
C -3.004384 -0.513893 -2.227538 0.20 -0.12 0.18
H 5.979586 -2.038807 2.348066 0.02 0.01 0.01
H 1.300599 -4.661430 -1.783023 0.00 0.03 -0.01
H 2.485216 1.540026 0.662927 -0.14 0.03 -0.02
C -1.751863 -1.239880 -2.675513 -0.48 -0.05 -0.22
F -1.521678 2.215671 2.685831 -0.16 -0.01 -0.75
H 1.920270 2.496438 2.920176 0.01 -0.02 0.06
C -0.058477 -3.538899 -0.530216 -0.13 0.14 0.18
O 2.657530 -3.033705 -1.201833 -0.11 -0.02 0.07
F -3.913015 1.218108 0.675109 0.80 0.48 0.23
N 2.196565 -1.432446 1.868879 -0.87 -0.03 -0.74
H 4.657620 0.355179 -3.159664 0.03 0.02 0.00
C -2.652400 -1.944357 5.476302 0.05 0.04 -0.15
H -1.043122 -0.990380 6.534677 0.08 -0.03 0.00
O -3.755107 -3.003973 1.531464 0.09 -0.04 -0.09
H -3.857642 -0.938962 -2.753997 -0.02 0.02 -0.06
C -3.295133 4.332664 -1.139435 0.20 -0.19 0.01
C 3.700823 0.216600 -2.660608 -0.30 -0.18 0.09
N -0.951638 -1.768043 3.275881 0.11 0.31 -1.02
H -4.018531 4.224737 -0.333217 0.01 0.01 0.05
H -0.420598 -6.188790 -2.595430 -0.02 0.02 -0.04
O -1.039462 0.703585 0.284408 0.48 -0.99 0.52
H 1.658638 0.720777 -5.420197 -0.02 0.01 -0.02
P -0.428798 2.023182 -0.198511 -0.53 1.13 0.01
H 3.797028 -0.586005 -1.931077 0.08 -0.01 0.04
H -0.490460 -1.505565 -4.406292 0.01 0.02 -0.08
C 0.282155 -4.547278 -1.452143 0.18 -0.29 -0.28
H 2.690375 3.074752 -1.278806 0.02 0.00 -0.04
C -1.360885 -0.929604 -4.103359 0.20 -0.15 0.17
C -1.389153 -1.388438 5.591866 0.03 -0.08 0.02
O 0.695536 2.610199 0.651131 -0.23 -0.03 -0.43
O 1.267794 -0.084479 -0.495316 -0.16 -0.47 0.98
H -2.777575 -5.951658 -1.871207 -0.05 0.01 0.04
C 2.658728 -0.127334 -3.699657 0.71 0.14 -0.42
C 2.789957 3.474889 -0.269838 -0.25 -0.07 -0.02
F -3.851441 1.276295 3.402415 0.09 0.02 -0.35
H 0.729359 2.440055 -2.320336 0.08 -0.01 0.02
H -3.476826 5.286447 -1.632056 0.02 0.04 -0.02
H 4.759039 -2.981389 0.356426 0.01 0.02 -0.02
H 0.420602 -0.900568 4.533412 -0.05 0.04 0.07
H 2.923120 -1.060244 -4.196224 -0.07 0.03 0.03
H -1.272564 6.287217 -0.003502 -0.02 0.02 -0.04
H -1.153510 4.388894 -1.407816 -0.01 -0.04 0.03
P 0.589242 0.017190 -1.849243 -0.54 -0.50 -0.80
H 2.236225 1.927747 -4.246495 0.02 0.05 0.00
C -0.688342 -5.395949 -1.910241 0.32 0.16 0.12
Ta -0.106211 -0.948133 1.126731 0.85 -0.99 0.53
N 0.770566 -2.670238 0.100566 -0.86 0.21 -0.09
F -3.722059 3.249979 2.087188 0.79 -0.11 -0.83
H -1.154869 0.133272 -4.238062 -0.03 0.05 -0.09
H 3.534993 2.991484 2.376495 0.04 0.01 0.00
F -2.406008 -0.019842 2.101523 0.29 1.05 -0.53
H -2.967437 0.550924 -2.461468 0.01 0.05 0.01
C 4.256240 -2.388471 1.107681 -0.16 0.04 -0.05
H -3.177831 -0.641512 -1.158980 -0.01 0.01 0.01
H 3.374572 1.079793 -5.295484 0.02 0.04 0.01
H 4.680247 -0.668018 3.980145 -0.04 0.02 0.05
H 3.850570 3.597544 -0.056995 0.04 -0.05 -0.04
H 3.444526 1.146347 -2.149263 0.05 0.06 0.04
C -0.569303 -1.329598 4.476386 0.27 0.13 -0.01
H 2.270143 -0.271713 3.568355 0.00 -0.04 0.01
C -2.187984 -2.291085 3.165485 -0.22 -0.08 0.39
H -0.918862 1.809336 -2.557501 -0.05 0.00 0.01
H -4.036505 -2.835906 4.067717 -0.01 0.00 -0.03
As -2.990666 1.716665 2.012914 -1.96 -1.23 2.27
C 2.900245 -2.148608 0.981965 0.49 -0.05 0.06
O -0.647200 -0.948162 -1.705482 0.26 0.30 -0.33
H -0.832819 5.014687 1.145747 0.07 0.12 -0.01
C 2.455480 0.970045 -4.721707 -0.24 -0.21 0.10
H -2.187263 -1.196495 -4.759550 -0.08 0.03 0.04
O -1.672032 2.944085 -0.002651 -0.04 -0.20 -0.14
C 2.137187 -2.673446 -0.181318 0.58 0.12 0.16
N -1.589635 -2.455492 0.875012 0.35 0.68 -0.45
F 0.460161 0.355621 2.355274 -0.24 -0.08 0.13
C 2.845304 -0.901970 2.905266 -0.15 0.24 0.19
H -3.448499 3.529794 -1.860598 -0.03 0.05 -0.06
C -3.055046 -2.414473 4.232688 0.10 -0.03 -0.07
C 2.467605 3.077579 2.181439 -0.26 -0.12 -0.11
H -1.891750 -2.315147 -2.554310 0.10 0.06 0.03
C -2.652369 -2.629160 1.790586 -0.10 0.26 0.67
H -3.324199 -1.982181 6.322658 0.02 -0.04 0.03
C -2.400024 -4.309096 -0.567807 -0.27 0.02 0.06
O 1.366406 -0.488251 -3.065358 -0.17 0.43 0.37
C -1.609073 5.364644 0.465471 0.04 -0.27 0.03
C -0.020013 1.745202 -1.943415 0.31 -0.50 0.39
C -2.035768 -5.269790 -1.478054 -0.03 0.11 0.16
C 4.199195 -1.106282 3.118152 0.07 -0.06 -0.12
H 2.178568 4.123100 2.275586 0.03 0.04 0.04
C 4.922334 -1.861507 2.207020 -0.15 -0.02 0.05
C -1.884687 4.317168 -0.596392 -0.08 0.42 -0.08
H -2.504333 5.582262 1.042375 -0.04 -0.04 0.06
C 2.174354 2.577396 0.782473 0.63 0.23 0.21
H 2.331029 4.462359 -0.233796 0.00 0.05 0.01
```
Forces are in eV/Å.


The following is a DFT calculation (wB97M-V/def2-TZVPD) of the ion C10H19N2O2S with charge -1 at a distorted geometry.

## Properties
Max |F|   3.962 eV/A
E_HOMO   -4.90 eV
Total charge   -1
LUMO energy   0.122 Eh

XYZ file:
```
34
Properties=species:S:1:pos:R:3:forces:R:3
C -2.039368 2.653827 1.709781 1.64 0.61 -3.02
C 0.265722 -0.439704 -0.382014 -0.76 -1.41 -2.49
H 2.049549 -2.722726 -0.160444 -0.41 -0.08 -0.41
C -1.900478 0.156827 2.533425 1.48 1.91 0.37
C 2.498494 -1.739311 -2.027690 0.11 0.87 -0.58
H 3.188747 0.458030 -1.810255 0.02 -1.80 1.02
H 0.671605 -0.538006 0.554792 1.48 0.07 2.18
H -2.918008 2.514298 1.041228 0.32 0.55 0.53
C 1.201012 0.355277 -1.319858 -0.47 -3.59 -0.67
H -2.984846 0.102315 2.519445 0.08 0.22 0.25
H 1.586956 -3.523636 -1.708111 -0.98 -0.71 0.54
N -1.648659 1.457168 -1.169700 1.60 1.62 -0.39
H -0.565390 -1.831239 -1.858126 1.44 -0.43 0.82
O 0.758814 2.482397 1.582464 0.85 2.02 -0.54
H 3.480000 -2.326653 -2.206344 -1.23 1.26 0.65
H -0.453380 -2.567311 -0.272085 0.01 0.31 0.21
H -1.344500 0.339631 3.471794 -1.04 -0.55 0.17
H -3.027426 -0.445162 -0.989178 1.13 0.24 1.31
H -0.912283 2.199384 -1.267158 -0.79 -0.81 0.25
N -2.523750 -0.546517 -0.068585 -0.22 -0.39 0.12
H 1.117454 1.321563 -0.978922 0.91 2.46 0.55
H 1.006109 0.303248 -2.423727 -0.96 0.22 0.99
C 0.122689 -1.923893 -0.941280 -1.00 0.52 -0.66
C 2.568715 -0.370660 -1.283007 0.82 1.95 -1.88
O 0.768755 0.392329 2.321165 0.44 -0.45 0.78
S -1.331598 0.463632 -0.013835 -2.52 0.19 -3.05
H -2.321351 2.945607 2.709026 -0.05 -0.12 0.36
C -1.288801 1.321384 1.681581 -0.60 -1.46 0.28
C 1.543250 -2.602255 -1.137819 0.14 1.49 -1.47
H -1.488937 -0.716391 2.093140 0.06 -1.12 0.21
H 2.123385 -1.509024 -3.100858 0.13 -0.71 1.67
H 2.843002 -0.575723 -0.269379 0.67 0.34 0.66
H -1.275646 3.466902 1.239859 -2.02 -1.82 1.17
C 0.230165 1.444393 1.930674 -0.28 -1.39 0.07
```
Forces are in eV/Å.


The following is a DFT calculation (wB97M-V/def2-TZVPD) of a structure of composition C16H26BeBrF5O6S2 at a distorted geometry.

## Properties
Max |F|   4.610 eV/A
E_HOMO   -14.91 eV
Total charge   +2
LUMO energy   -0.483 Eh

XYZ file:
```
57
Properties=species:S:1:pos:R:3:forces:R:3
H -2.995770 -4.615533 1.453258 0.24 0.20 -0.02
O 1.166183 4.144254 -2.564484 -0.37 0.87 1.71
H -0.506733 -0.784027 -0.133839 0.16 0.36 -0.07
Br 2.320990 -0.305931 -2.316952 -0.27 -0.54 0.71
H -1.101466 -0.020493 -3.070507 0.25 0.09 0.31
H -3.247727 -2.493815 0.176321 -0.16 -0.32 -0.13
H 1.390311 3.502552 0.463813 -0.24 -0.25 0.09
S 2.768121 0.665785 0.448653 0.96 1.01 -0.25
C -2.807829 -3.394782 -0.280841 0.69 0.34 -0.02
C -0.973223 -0.709550 -2.228669 -1.19 -0.49 0.27
H -3.596643 -3.984599 -0.765252 0.00 0.25 0.23
C -1.805427 -2.928366 -1.370839 -0.95 -0.20 0.12
S 1.126800 2.743635 -2.653558 -0.86 2.56 -1.07
C -1.630051 4.882124 1.514110 1.03 -0.54 0.22
H -3.035204 -1.133500 -1.516590 -0.03 0.08 -0.49
C 3.946853 -1.899684 1.122737 -0.91 -0.40 -0.36
H 0.083794 0.293407 1.624209 -0.43 0.10 0.05
H -1.799064 0.304799 -0.541526 0.36 0.33 0.01
F 2.192969 -0.904422 2.406040 0.32 0.65 0.73
H -0.161678 -1.415676 -2.429078 -0.04 0.41 -0.15
O 2.204812 2.207841 -1.477834 -0.63 -0.67 0.32
C -0.186872 4.326216 1.707128 -0.32 0.39 -0.13
C -0.354952 2.092147 0.380852 0.79 0.00 1.25
F 3.663827 -3.043285 1.671106 -0.29 -0.66 0.79
H -2.353901 4.103430 1.781277 -0.06 0.27 -0.23
F 1.696513 -1.777307 0.557023 -0.46 0.24 -1.00
C 1.667285 0.998589 -1.005703 0.69 0.51 -1.33
H -1.985224 -6.167468 -0.230145 0.11 0.34 -0.12
H 0.331900 1.812897 2.433892 -0.40 -0.10 0.04
C -1.382737 -5.462545 0.351997 0.43 0.09 0.90
O 4.187443 0.776309 -0.058022 0.69 1.70 1.37
H -1.762379 5.729831 2.191589 -0.22 -0.09 -0.29
H -2.567401 -1.897826 -3.114677 -0.35 0.34 0.24
H -1.337069 1.223346 2.181712 0.20 -0.09 -0.07
C 0.150423 1.212522 -0.824855 -2.38 0.35 1.06
C -2.166274 -4.229821 0.839616 -0.62 -0.73 -0.22
Be 4.728992 2.344774 1.271046 -3.22 -2.90 -1.58
C -2.249106 -1.615203 -2.108367 1.67 -0.79 0.39
O -0.167653 2.078492 -1.970135 1.81 -0.34 -0.79
C 0.290085 3.500054 0.492933 -0.45 0.09 0.03
H -0.154426 3.791970 2.665538 0.19 -0.04 -0.28
H -0.812631 -2.827397 -0.899608 -0.16 0.11 -0.20
H -0.030447 4.056912 -0.397937 0.30 -0.04 0.21
O 2.684144 1.659532 1.558272 1.77 0.78 0.13
H -1.057135 -6.012775 1.248867 -0.08 0.03 -0.28
F 4.225085 -2.125838 -0.136302 0.67 0.50 -0.68
H -1.548449 -3.633992 1.530750 -0.04 0.05 -0.38
O 1.390562 2.336485 -3.970549 0.16 -2.54 -0.03
C 2.603236 -1.066680 1.173746 -0.12 -1.62 0.74
H -1.730308 5.176471 0.463675 -0.35 0.16 0.32
C -0.797845 -0.009440 -0.856789 0.45 -0.62 -1.29
H -1.415426 2.272342 0.169240 0.31 -0.11 -0.42
H 0.516542 5.165892 1.807541 -0.25 -0.13 -0.04
H -0.449678 -5.196571 -0.165370 -0.39 -0.08 -0.20
F 4.916833 -1.323425 1.785849 0.63 0.74 0.10
C -0.343553 1.304409 1.737365 1.05 0.19 -0.47
H -1.739421 -3.727066 -2.121725 0.34 0.16 0.22
```
Forces are in eV/Å.